{"formula": "C39H50N4O5S2Se2W", "method": "ωB97M-V with the def2-TZVPD basis set", "total_charge": 2, "e_above_lowest_ev": 0.136, "homo_energy_ha": [-0.448, -0.448], "species": ["W", "O", "C", "C", "C", "C", "C", "C", "C", "N", "N", "C", "O", "C", "C", "C", "C", "C", "C", "H", "H", "H", "H", "H", "H", "H", "H", "H", "H", "O", "S", "C", "C", "C", "C", "S", "O", "C", "C", "C", "C", "C", "C", "C", "C", "C", "C", "C", "C", "H", "H", "H", "H", "H", "H", "H", "H", "H", "H", "H", "H", "H", "H", "H", "H", "H", "H", "C", "Se", "C", "C", "Se", "C", "H", "H", "H", "H", "H", "H", "H", "H", "H", "H", "C", "N", "C", "C", "O", "N", "C", "C", "H", "H", "H", "H", "H", "H", "H", "H", "H", "H", "H", "H"], "positions_angstrom": [[1.182620, 0.419629, 0.130898], [1.848669, 2.118473, 0.956063], [1.903901, 3.380797, 0.540201], [1.838695, 4.425870, 1.454958], [1.919526, 5.733849, 1.008731], [2.074370, 6.019546, -0.351445], [2.151597, 4.986205, -1.254953], [2.066480, 3.652647, -0.826694], [2.177066, 2.583925, -1.769395], [2.001521, 1.345946, -1.462662], [2.097363, 0.439182, -2.523943], [2.217120, -0.782165, -2.107720], [2.212322, -1.053636, -0.806321], [2.430688, -1.798121, -3.158386], [1.948757, -3.097430, -3.049957], [2.134312, -4.006406, -4.079421], [2.816458, -3.624684, -5.225554], [3.309650, -2.331440, -5.337628], [3.116090, -1.420717, -4.314198], [1.737188, 4.201860, 2.509120], [1.873417, 6.542157, 1.727566], [2.146715, 7.044384, -0.687709], [2.288228, 5.189341, -2.311479], [2.445497, 2.780578, -2.804033], [1.405584, -3.404888, -2.171915], [1.747918, -5.012513, -3.982716], [2.975038, -4.337713, -6.023656], [3.855035, -2.035545, -6.223403], [3.505764, -0.415777, -4.391226], [-0.246964, -0.402758, -0.461227], [-1.555489, -1.223646, -2.301155], [-1.511412, -2.972845, -1.767174], [-1.200216, -3.198929, -0.266205], [-0.209798, -4.356589, 0.019190], [1.217048, -3.911851, 0.378369], [1.480922, -2.912138, 1.882359], [1.040001, -1.490861, 1.577273], [0.211884, -3.617377, 2.896340], [0.514302, -4.825815, 3.513255], [-0.462088, -5.451084, 4.273563], [-1.709650, -4.856803, 4.426526], [-1.989809, -3.642810, 3.813302], [-1.025846, -3.017827, 3.032490], [-3.090960, -0.654695, -1.603879], [-3.196086, -0.166309, -0.302037], [-4.431246, 0.264169, 0.166523], [-5.549850, 0.221130, -0.655834], [-5.438803, -0.256699, -1.953458], [-4.211518, -0.696005, -2.432114], [-0.745001, -3.394827, -2.416471], [-2.473951, -3.395825, -2.051685], [-2.134726, -3.359340, 0.269918], [-0.762041, -2.286658, 0.115527], [-0.123415, -5.004771, -0.858112], [-0.597085, -4.984013, 0.822290], [1.656130, -3.260422, -0.371217], [1.870403, -4.776127, 0.522653], [1.493695, -5.277262, 3.394608], [-0.250756, -6.402069, 4.743873], [-2.466309, -5.345753, 5.025917], [-2.964288, -3.186883, 3.934281], [-1.231631, -2.090084, 2.516611], [-2.315737, -0.106696, 0.320260], [-4.521777, 0.634175, 1.181432], [-6.508561, 0.560583, -0.285390], [-6.309184, -0.289722, -2.596262], [-4.117946, -1.073897, -3.442197], [4.504465, -1.273309, 2.252691], [3.613864, 0.275504, 1.510996], [3.046084, 1.044954, 3.225139], [1.681931, 0.583959, 3.713411], [0.131728, 1.062892, 2.604431], [-1.124431, 0.230558, 3.818610], [5.358540, -0.903012, 2.812975], [4.851116, -1.887860, 1.424802], [3.842514, -1.849474, 2.890804], [3.085986, 2.121163, 3.097867], [3.805318, 0.752541, 3.948953], [1.468227, 1.031218, 4.684975], [1.649218, -0.499890, 3.808854], [-0.725737, -0.693882, 4.224968], [-2.055419, 0.037528, 3.289497], [-1.294077, 0.957818, 4.608306], [-3.209753, 4.321900, -0.420436], [-1.945493, 3.791498, 0.093381], [-1.793366, 3.851506, 1.537609], [-1.157809, 2.968010, -0.632605], [-0.504390, 2.061055, -0.053692], [-1.119620, 3.165008, -1.974709], [-1.258830, 4.484988, -2.579872], [-0.742223, 2.099222, -2.889260], [-4.003670, 4.059310, 0.279453], [-3.450305, 3.875789, -1.380385], [-3.181171, 5.407369, -0.520687], [-2.234443, 4.782136, 1.890080], [-0.741488, 3.842624, 1.803589], [-2.287751, 3.009328, 2.031028], [-1.222013, 5.256819, -1.816372], [-2.180764, 4.581817, -3.155080], [-0.419460, 4.641355, -3.260426], [-0.479914, 1.208760, -2.334350], [0.109709, 2.397639, -3.504898], [-1.576399, 1.869140, -3.554909]], "forces_ev_per_angstrom": [[-2.8, -3.4, 1.1], [0.1, 0.6, -0.2], [0.0, -0.1, 0.0], [0.1, 0.1, 0.0], [0.0, -0.1, 0.0], [0.0, 0.1, 0.0], [0.1, 0.1, -0.2], [0.0, 0.0, -0.3], [0.2, 0.9, 0.4], [-0.4, -1.0, -0.9], [0.2, 0.1, -0.4], [0.3, 0.6, -0.6], [0.1, 0.5, -0.3], [0.1, -0.2, 0.2], [0.0, -0.1, 0.1], [0.0, 0.0, 0.0], [0.0, 0.0, 0.0], [0.0, 0.0, 0.0], [0.0, 0.1, 0.0], [0.0, 0.0, 0.0], [0.0, 0.0, 0.0], [0.0, 0.0, 0.0], [0.0, 0.0, 0.0], [0.0, 0.0, 0.0], [0.0, 0.0, 0.0], [0.0, 0.0, 0.0], [0.0, 0.0, 0.0], [0.0, 0.0, 0.0], [0.0, 0.0, 0.0], [2.4, 2.3, 2.1], [-0.6, -0.8, -1.3], [0.0, 0.3, 0.3], [0.2, -0.1, -0.4], [-0.1, 0.3, 0.1], [-0.3, 0.0, 0.0], [-0.1, -0.5, -0.5], [-0.3, 0.4, 0.0], [0.1, 0.0, 0.2], [0.0, 0.0, 0.0], [0.0, 0.0, 0.0], [0.0, 0.0, 0.0], [0.0, 0.0, 0.0], [-0.1, 0.0, -0.1], [0.1, -0.1, -0.1], [-0.1, 0.0, -0.1], [0.1, 0.0, 0.0], [0.0, 0.0, 0.0], [0.0, 0.0, -0.1], [-0.1, 0.1, 0.2], [0.0, -0.1, 0.0], [0.1, -0.2, 0.0], [0.0, -0.1, 0.0], [-0.1, 0.1, 0.2], [0.0, 0.0, 0.0], [0.0, -0.1, 0.0], [0.1, -0.1, 0.0], [0.0, 0.0, 0.0], [0.0, 0.0, 0.0], [0.0, 0.0, 0.0], [0.0, 0.0, 0.0], [0.0, 0.0, 0.0], [0.0, 0.0, 0.0], [0.0, 0.0, 0.0], [0.0, 0.0, 0.0], [0.0, 0.0, 0.0], [0.0, 0.0, 0.0], [0.0, 0.0, 0.0], [-0.2, -0.3, -0.2], [0.3, 0.5, 0.4], [-0.3, 0.1, -0.1], [0.1, 0.0, 0.0], [0.6, 0.8, 0.5], [-0.1, -0.5, -0.3], [0.0, 0.0, 0.0], [0.0, 0.0, 0.0], [0.0, 0.0, 0.0], [0.1, 0.0, 0.0], [0.0, 0.0, 0.0], [0.0, 0.0, 0.0], [0.0, 0.0, 0.0], [0.0, 0.0, 0.0], [0.0, 0.0, 0.0], [0.0, 0.1, 0.0], [0.0, -0.1, 0.0], [0.0, 0.1, 0.0], [0.1, -0.1, -0.1], [-0.2, 0.2, -0.5], [0.4, -0.2, 0.2], [0.2, 0.0, 0.1], [0.0, 0.0, 0.0], [-0.1, 0.1, 0.0], [0.0, 0.0, 0.0], [0.0, 0.0, 0.0], [0.0, 0.0, 0.0], [0.0, 0.0, 0.0], [0.0, 0.0, 0.0], [-0.1, 0.0, 0.0], [0.0, 0.0, 0.0], [0.0, 0.0, 0.0], [0.0, 0.0, 0.0], [-0.1, -0.1, 0.0], [0.0, 0.0, 0.0], [0.0, 0.0, 0.0]], "mulliken_charge": [0.006, -0.111, 0.229, -0.976, -0.727, -1.027, -0.841, 0.662, -0.234, 1.302, -1.185, 0.797, -0.560, -0.012, 0.738, -0.935, -0.554, -0.740, -0.766, 0.400, 0.509, 0.469, 0.535, 0.598, -0.043, 0.458, 0.427, 0.423, 0.471, 2.095, -0.154, -0.912, 0.853, -1.510, -0.083, -0.048, -1.449, 0.674, -0.444, -0.752, -0.597, -1.251, -0.112, 0.544, -0.052, -0.902, -0.722, -0.725, -0.824, 0.460, 0.658, 0.781, -1.046, 0.667, 0.342, -0.378, 0.775, 0.481, 0.454, 0.444, 0.500, 0.774, 0.417, 0.492, 0.440, 0.453, 0.491, -1.235, 0.576, -0.962, -0.547, 1.070, -1.535, 0.427, 0.387, 0.353, 0.176, 0.786, 0.811, 0.069, 0.341, 0.317, 0.587, -1.287, 0.383, -0.784, -1.509, 0.998, 0.820, -1.273, -0.308, 0.463, 0.385, 0.325, 0.546, 0.003, 0.229, 0.403, 0.302, 0.384, -0.751, 0.391, 0.511]}